1.
C54H139BrClN10O16 | ωB97M-V with the def2-TZVPD basis set

Last column: Löwdin charge in e.
CARTESIAN COORDINATES (ANGSTROEM)
C -4.35 9.99 -0.53  -0.053
C -4.95 9.33 0.74  -0.140
N -3.90 8.61 1.52  -0.053
C -3.11 9.25 2.48  0.040
C -2.12 8.32 2.80  0.000
N -2.32 7.18 2.05  -0.105
C -3.41 7.39 1.26  0.013
C -1.38 6.11 2.29  0.000
H -5.08 10.78 -0.86  0.113
H -4.06 9.30 -1.31  0.070
H -3.43 10.46 -0.24  0.067
H -5.81 8.70 0.49  0.136
H -5.27 10.16 1.35  0.120
H -3.30 10.26 2.82  0.150
H -1.30 8.40 3.49  0.132
H -3.84 6.71 0.52  0.172
H -1.82 5.13 2.02  0.112
H -1.11 6.18 3.38  0.124
H -0.59 6.31 1.60  0.097
C 6.16 1.62 10.32  -0.180
O 5.50 2.09 11.38  -0.224
C 6.16 2.25 12.60  -0.200
C 5.13 2.03 13.73  -0.031
N 4.19 3.26 13.81  0.081
H 3.81 3.26 14.77  0.168
H 4.76 4.11 13.71  0.179
C 2.97 3.42 12.89  -0.059
C 1.75 2.62 13.35  -0.224
O 1.69 2.82 14.71  -0.258
C 0.81 2.23 15.62  -0.082
H 5.61 1.63 9.33  0.101
H 6.79 0.57 10.48  0.141
H 7.14 2.26 10.22  0.114
H 6.70 3.23 12.60  0.150
H 6.98 1.53 12.70  0.136
H 5.72 1.97 14.66  0.149
H 4.52 1.17 13.50  0.135
H 3.18 3.17 11.86  0.117
H 2.72 4.52 12.95  0.156
H 1.77 1.50 13.23  0.141
H 0.83 2.96 12.85  0.142
H 1.53 1.40 16.26  0.148
H -0.06 1.64 15.16  0.113
H 0.67 2.92 16.46  0.088
C 5.38 4.16 -0.89  -0.100
O 6.56 3.86 -1.59  -0.200
C 6.82 4.54 -2.79  -0.202
C 8.23 4.23 -3.24  -0.079
N 8.31 2.75 -3.22  0.034
H 7.98 2.49 -2.30  0.147
H 7.70 2.26 -3.93  0.202
C 9.70 2.17 -3.35  -0.061
C 9.59 0.70 -2.89  -0.218
O 8.51 0.14 -3.55  -0.194
C 8.25 -1.23 -3.23  -0.053
H 5.34 5.23 -0.60  0.102
H 5.27 3.61 0.10  0.105
H 4.45 3.80 -1.43  0.097
H 6.69 5.62 -2.75  0.147
H 6.19 4.15 -3.58  0.129
H 9.00 4.52 -2.56  0.137
H 8.40 4.62 -4.25  0.159
H 10.41 2.71 -2.78  0.127
H 9.95 2.32 -4.41  0.155
H 9.51 0.72 -1.77  0.145
H 10.54 0.21 -3.15  0.149
H 7.21 -1.40 -3.23  0.068
H 8.58 -1.42 -2.19  0.101
H 8.79 -1.88 -3.89  0.101
C 4.14 -8.14 7.03  -0.088
O 2.89 -8.25 7.65  -0.214
C 2.72 -9.13 8.75  -0.186
C 1.28 -8.98 9.18  -0.096
N 0.89 -7.54 9.09  0.020
H 1.55 -6.94 9.59  0.185
H 1.09 -7.21 8.10  0.182
C -0.55 -7.29 9.45  -0.084
C -0.89 -5.78 9.24  -0.158
O -0.55 -5.46 7.87  -0.216
C -0.48 -4.06 7.60  -0.092
H 4.08 -7.65 6.03  0.097
H 4.52 -9.14 6.83  0.097
H 4.94 -7.58 7.54  0.099
H 3.37 -8.88 9.64  0.159
H 2.93 -10.15 8.45  0.141
H 1.12 -9.43 10.21  0.173
H 0.57 -9.44 8.52  0.130
H -0.69 -7.57 10.53  0.157
H -1.09 -8.08 8.88  0.146
H -0.26 -5.20 9.98  0.147
H -1.99 -5.65 9.38  0.143
H -0.38 -3.97 6.49  0.099
H 0.31 -3.53 8.12  0.086
H -1.38 -3.58 7.90  0.076
C 0.57 -2.16 3.46  -0.095
O 0.48 -1.07 2.54  -0.199
C -0.84 -0.90 2.03  -0.182
C -0.90 -1.51 0.63  -0.117
N -0.07 -0.86 -0.39  0.020
H -0.06 -1.51 -1.21  0.130
H -0.54 0.00 -0.69  0.068
C 1.36 -0.56 -0.17  -0.069
C 1.93 -0.39 -1.63  -0.191
O 1.25 -1.31 -2.44  -0.281
C 1.89 -1.53 -3.71  -0.059
H -0.30 -2.16 4.15  0.096
H 1.47 -2.12 4.02  0.079
H 0.61 -3.15 2.99  0.078
H -1.00 0.15 1.98  0.114
H -1.65 -1.35 2.63  0.135
H -1.91 -1.29 0.32  0.090
H -0.62 -2.58 0.75  0.145
H 1.73 -1.44 0.40  0.141
H 1.50 0.26 0.49  0.116
H 2.97 -0.60 -1.54  0.114
H 1.74 0.63 -1.93  0.123
H 1.64 -2.57 -3.95  0.081
H 2.99 -1.57 -3.53  0.094
H 1.61 -0.76 -4.43  0.091
C -10.03 -2.25 -2.70  -0.061
O -9.37 -1.71 -1.56  -0.219
C -10.05 -1.67 -0.37  -0.206
C -8.98 -1.32 0.65  -0.071
N -8.37 -0.07 0.10  0.051
H -8.35 -0.21 -0.92  0.167
H -8.97 0.75 0.13  0.186
C -7.03 0.37 0.56  -0.118
C -6.99 0.75 1.98  -0.243
O -7.00 -0.45 2.67  -0.183
C -7.20 -0.35 4.08  -0.077
H -10.78 -1.52 -3.09  0.109
H -10.59 -3.19 -2.56  0.107
H -9.35 -2.42 -3.52  0.085
H -10.47 -2.64 -0.12  0.146
H -10.80 -0.84 -0.37  0.153
H -8.19 -2.05 0.61  0.143
H -9.39 -1.23 1.63  0.137
H -6.68 1.23 -0.03  0.134
H -6.40 -0.50 0.29  0.146
H -7.84 1.40 2.18  0.135
H -6.09 1.37 2.21  0.149
H -6.47 0.29 4.58  0.085
H -6.98 -1.28 4.61  0.098
H -8.17 -0.01 4.37  0.090
C 0.98 -6.03 -0.14  -0.053
O 0.78 -5.20 -1.32  -0.201
C 0.95 -5.93 -2.49  -0.220
C -0.17 -5.63 -3.50  -0.083
N -1.48 -5.93 -2.93  0.047
H -1.69 -6.94 -2.86  0.201
H -1.58 -5.69 -1.94  0.171
C -2.66 -5.36 -3.65  -0.075
C -2.70 -3.81 -3.48  -0.212
O -2.57 -3.47 -2.13  -0.214
C -3.75 -3.18 -1.44  -0.099
H 0.79 -5.42 0.74  0.079
H 2.02 -6.46 -0.20  0.118
H 0.36 -6.91 -0.17  0.080
H 0.92 -7.00 -2.24  0.124
H 1.96 -5.75 -2.94  0.152
H -0.01 -6.18 -4.44  0.159
H -0.21 -4.59 -3.75  0.114
H -3.59 -5.73 -3.20  0.141
H -2.65 -5.59 -4.72  0.149
H -3.61 -3.50 -3.96  0.131
H -1.90 -3.38 -4.06  0.101
H -3.58 -3.24 -0.40  0.077
H -4.55 -3.83 -1.89  0.103
H -4.16 -2.19 -1.66  0.076
C -4.49 5.87 -6.69  -0.036
O -4.19 5.09 -5.51  -0.242
C -4.83 3.85 -5.38  -0.207
C -4.10 3.01 -4.36  -0.108
N -2.63 3.13 -4.63  0.064
H -2.16 2.35 -5.08  0.125
H -2.63 3.83 -5.37  0.127
C -1.77 3.65 -3.49  -0.127
C -1.55 5.13 -3.70  -0.202
O -0.84 5.16 -4.93  -0.196
C -1.02 6.37 -5.64  -0.079
H -5.55 6.02 -6.64  0.090
H -4.14 5.28 -7.57  0.111
H -3.99 6.84 -6.62  0.095
H -4.69 3.32 -6.33  0.131
H -5.92 3.85 -5.21  0.143
H -4.35 1.96 -4.40  0.118
H -4.33 3.28 -3.32  0.121
H -0.84 3.12 -3.52  0.094
H -2.25 3.38 -2.53  0.075
H -0.91 5.53 -2.87  0.144
H -2.48 5.67 -3.85  0.102
H -1.53 6.19 -6.62  0.099
H -0.08 6.84 -5.81  0.078
H -1.54 7.10 -5.00  0.095
C 3.86 1.57 -13.62  0.094
O 3.44 0.32 -13.32  -0.159
C 2.98 -0.47 -14.55  -0.094
C 2.99 -1.98 -14.51  -0.063
N 1.74 -2.77 -14.01  0.082
H 0.77 -2.37 -14.25  0.201
H 1.87 -3.70 -14.40  0.174
C 1.67 -2.85 -12.43  -0.064
C 0.29 -3.33 -12.04  -0.189
O -0.59 -2.28 -12.55  -0.223
C -1.87 -2.42 -12.03  -0.134
H 7.94 -0.09 -10.05  -0.319
H 4.03 2.29 -12.66  0.147
H 3.81 1.81 -14.66  0.070
H 3.60 -0.08 -15.33  0.121
H 1.93 -0.10 -14.70  0.155
H 3.86 -2.30 -13.96  0.144
H 2.99 -2.26 -15.57  0.151
H 1.80 -1.82 -12.14  0.124
H 2.46 -3.51 -12.06  0.140
H 0.31 -3.33 -10.89  0.155
H 0.04 -4.38 -12.30  0.142
H -1.82 -2.22 -10.88  0.117
H -2.53 -3.31 -12.45  0.146
H -2.44 -1.50 -12.23  0.087
Cl -3.13 1.01 -1.27  -0.603
Br -1.81 0.11 -3.08  -0.336

Spin multiplicity: 1
Charge: +7
HOMO-LUMO gap, eV: 2.610
E_HOMO, eV: -13.25
LUMO energy, eV: -10.64

=====

2.
C54H36Cl4N7RbSeSi | ωB97M-V with the def2-TZVPD basis set

Last column: Löwdin charge in e.
CARTESIAN COORDINATES (ANGSTROEM)
Rb 2.15 0.47 -0.23  0.820
Cl -0.08 2.32 9.08  0.601
C 0.00 1.87 7.39  -0.679
C -1.05 1.15 6.83  -0.113
C -0.98 0.79 5.49  -0.029
C 0.11 1.13 4.71  -0.218
C 1.15 1.85 5.30  -0.007
C 1.10 2.22 6.64  -0.109
C 0.20 0.73 3.27  -0.084
C 0.75 -0.56 3.03  -0.273
C 1.02 -1.52 4.08  -0.044
C 1.36 -2.68 3.45  -0.048
C 1.29 -2.40 2.02  -0.272
C 1.38 -3.39 1.01  -0.082
C 1.81 -4.74 1.46  -0.198
C 3.09 -4.94 1.98  -0.024
C 3.51 -6.19 2.41  -0.112
C 2.65 -7.27 2.31  -0.682
Cl 3.18 -8.85 2.84  0.599
C 1.37 -7.11 1.81  -0.114
C 0.96 -5.85 1.40  -0.035
C 1.07 -3.22 -0.34  -0.253
N 0.81 -2.03 -0.96  0.052
C 0.60 -2.30 -2.26  -0.275
C 0.34 -1.34 -3.24  -0.102
C 0.47 -1.69 -4.67  -0.190
C 1.57 -2.42 -5.15  -0.035
C 1.69 -2.76 -6.49  -0.117
C 0.70 -2.37 -7.38  -0.688
Cl 0.83 -2.82 -9.06  0.591
C -0.39 -1.63 -6.95  -0.119
C -0.50 -1.30 -5.61  -0.025
C 0.05 0.05 -2.96  -0.210
C 0.43 1.15 -3.69  -0.027
C -0.01 2.31 -3.03  -0.029
C -0.68 1.94 -1.88  -0.204
N -0.65 0.53 -1.83  0.019
C -1.22 2.81 -0.86  -0.096
C -1.05 2.55 0.50  -0.266
C -1.66 3.30 1.60  -0.032
C -1.19 2.74 2.74  -0.015
C -0.34 1.62 2.34  -0.260
N -0.28 1.55 0.98  0.062
C -1.86 4.04 -1.33  -0.180
C -1.68 5.28 -0.69  -0.042
C -2.33 6.43 -1.12  -0.121
C -3.16 6.37 -2.22  -0.693
Cl -4.00 7.81 -2.75  0.585
C -3.33 5.18 -2.91  -0.123
C -2.68 4.04 -2.47  -0.029
C 0.72 -3.74 -2.51  -0.026
C 1.03 -4.30 -1.33  -0.017
N 0.95 -1.11 1.82  0.047
H -1.91 0.88 7.44  0.097
H -1.79 0.23 5.05  0.127
H 2.01 2.12 4.70  0.125
H 1.91 2.78 7.09  0.098
H 0.94 -1.35 5.14  0.091
H 1.60 -3.63 3.90  0.089
H 3.76 -4.09 2.05  0.125
H 4.51 -6.33 2.81  0.097
H 0.70 -7.96 1.76  0.097
H -0.05 -5.71 1.03  0.123
H 2.34 -2.70 -4.45  0.119
H 2.55 -3.31 -6.84  0.096
H -1.16 -1.34 -7.65  0.095
H -1.35 -0.73 -5.26  0.120
H 1.02 1.10 -4.59  0.110
H 0.16 3.33 -3.32  0.111
H -2.38 4.09 1.51  0.094
H -1.41 3.04 3.75  0.099
H -0.99 5.34 0.14  0.112
H -2.17 7.37 -0.60  0.096
H -3.97 5.15 -3.79  0.095
H -2.84 3.11 -3.00  0.117
H 0.55 -4.23 -3.46  0.098
H 1.20 -5.35 -1.13  0.092
Se 6.39 1.37 1.58  0.986
N 6.40 3.17 1.73  -0.284
C 5.43 3.60 0.92  -0.426
C 5.06 4.94 0.70  -0.044
C 4.05 5.22 -0.21  -0.096
C 3.41 4.17 -0.87  -0.166
N 3.69 2.88 -0.71  0.005
C 4.68 2.58 0.17  -0.527
N 5.04 1.32 0.39  -0.322
H 5.58 5.73 1.25  0.097
H 3.74 6.24 -0.41  0.090
H 2.62 4.39 -1.59  0.099
C -5.24 0.03 0.32  -0.183
Si -4.28 -1.36 -0.51  0.426
C -5.05 -1.76 -2.17  -0.197
C -4.42 -2.90 0.55  -0.194
C -2.60 -0.77 -0.83  -0.014
C -1.68 -0.16 -1.30  -0.073
H -6.08 -0.35 0.91  0.020
H -5.63 0.72 -0.43  0.026
H -4.58 0.60 0.98  0.029
H -6.13 -1.97 -2.10  0.020
H -4.57 -2.64 -2.61  0.027
H -4.91 -0.93 -2.86  0.025
H -5.46 -3.23 0.57  0.021
H -4.10 -2.71 1.58  0.029
H -3.81 -3.71 0.15  0.027

Spin multiplicity: 1
Charge: -2
HOMO-LUMO gap (alpha / beta), eV: 2.041 / 2.053
E_HOMO (alpha / beta), eV: 0.28 / 0.29
LUMO energy (alpha / beta), eV: 2.32 / 2.34

=====

3.
C54H36I4N6SeW | ωB97M-V with the def2-TZVPD basis set

Last column: Löwdin charge in e.
CARTESIAN COORDINATES (ANGSTROEM)
W 0.13 -0.16 0.11  1.857
I -7.06 3.71 -5.13  0.829
C -5.50 2.63 -4.21  -0.731
C -5.80 1.57 -3.37  -0.148
C -4.77 0.85 -2.78  -0.034
C -3.41 1.14 -3.04  -0.167
C -3.17 2.29 -3.81  -0.043
C -4.19 3.01 -4.40  -0.148
C -2.31 0.41 -2.40  -0.127
C -0.99 0.60 -2.80  -0.252
C -0.60 0.84 -4.16  -0.008
C 0.73 0.61 -4.24  0.022
C 1.20 0.31 -2.93  -0.216
C 2.49 -0.03 -2.66  -0.074
C 3.50 -0.13 -3.74  -0.190
C 3.91 1.01 -4.44  -0.027
C 4.89 0.93 -5.41  -0.145
C 5.47 -0.29 -5.69  -0.725
I 6.98 -0.41 -7.16  0.840
C 5.09 -1.43 -5.01  -0.142
C 4.11 -1.35 -4.04  -0.021
C 2.94 -0.23 -1.33  -0.248
N 2.14 0.14 -0.28  -0.087
C 2.88 0.03 0.87  -0.223
C 2.25 0.61 2.07  -0.247
C 3.18 1.47 3.09  -0.259
C 4.56 0.94 3.19  -0.032
C 5.67 1.67 2.90  -0.159
C 5.55 3.02 2.53  -0.724
I 7.26 4.12 2.03  0.856
C 4.29 3.64 2.56  -0.150
C 3.17 2.93 2.86  0.016
C 0.58 -0.94 3.23  -0.223
C -0.03 -1.56 4.32  -0.010
C -1.16 -2.20 3.83  0.001
C -1.22 -1.92 2.45  -0.245
N -0.15 -1.10 2.09  0.005
C -2.18 -2.43 1.57  -0.068
C -2.40 -2.00 0.28  -0.256
C -3.40 -2.53 -0.58  0.021
C -3.51 -1.68 -1.64  -0.006
C -2.55 -0.66 -1.47  -0.240
N -1.82 -0.87 -0.33  -0.053
C -3.07 -3.50 2.10  -0.197
C -4.44 -3.31 2.21  -0.028
C -5.27 -4.31 2.70  -0.143
C -4.71 -5.52 3.08  -0.719
I -5.95 -7.05 3.81  0.843
C -3.34 -5.73 2.99  -0.135
C -2.52 -4.71 2.52  -0.029
C 4.14 -0.46 0.55  -0.002
C 4.19 -0.60 -0.84  0.009
N 0.12 0.34 -2.02  -0.006
H -6.83 1.30 -3.17  0.095
H -5.03 0.06 -2.09  0.095
H -2.15 2.65 -3.93  0.103
H -3.95 3.88 -5.00  0.095
H -1.28 1.01 -4.98  0.115
H 1.34 0.61 -5.13  0.120
H 3.46 1.97 -4.21  0.126
H 5.20 1.83 -5.93  0.094
H 5.55 -2.39 -5.24  0.095
H 3.80 -2.24 -3.51  0.129
H 4.68 -0.08 3.54  0.123
H 6.65 1.21 2.96  0.098
H 4.22 4.70 2.37  0.093
H 2.23 3.45 2.89  0.104
H 0.34 -1.56 5.33  0.114
H -1.88 -2.78 4.38  0.117
H -3.95 -3.44 -0.41  0.126
H -4.14 -1.80 -2.50  0.118
H -4.88 -2.36 1.91  0.125
H -6.33 -4.14 2.78  0.094
H -2.91 -6.67 3.29  0.097
H -1.46 -4.87 2.44  0.102
H 4.95 -0.67 1.23  0.098
H 5.04 -0.91 -1.42  0.111
C -1.07 2.87 -0.35  -0.063
N -1.49 1.80 0.57  -0.278
C -2.94 1.63 0.46  -0.062
C -1.24 2.25 1.95  -0.180
C 0.12 1.90 2.44  -0.229
C 0.29 2.24 3.85  -0.047
C 1.20 1.73 4.67  -0.019
C 2.30 0.83 4.25  -0.137
C 1.93 -0.31 3.26  -0.119
C 0.92 1.19 1.62  -0.118
H -1.61 3.80 -0.13  0.100
H -1.29 2.58 -1.37  0.067
H 0.00 3.05 -0.26  0.094
H -3.45 2.51 0.85  0.107
H -3.26 0.75 1.04  0.098
H -3.24 1.49 -0.57  0.064
H -1.97 1.77 2.60  0.136
H -1.40 3.33 2.02  0.136
H -0.47 2.90 4.26  0.118
H 1.19 2.02 5.72  0.116
H 2.89 0.51 5.11  0.142
H 2.68 -1.10 3.32  0.162
Se 0.20 -4.91 -0.34  0.685
C 0.48 -3.23 -0.31  -0.897
N 0.67 -2.06 -0.29  -0.073

⟨S²⟩: 2.07
Spin multiplicity: 3
HOMO-LUMO gap (alpha / beta), eV: 4.318 / 4.724
E_HOMO (alpha / beta), eV: -6.42 / -6.50
LUMO energy (alpha / beta), eV: -2.10 / -1.77